[1]
{"formula": "C6H25O7", "method": "ωB97M-V/def2-TZVPD", "orbital_gap_ev": 9.3020, "e_tot_ha": -770.06743, "lumo_energy_ev": 3.5, "max_force_ev_per_a": 8.29, "total_charge": -1, "e_above_lowest_ev": 7.543, "homo_ev": -5.8177, "symbols": ["O", "H", "C", "O", "H", "H", "H", "H", "C", "O", "H", "H", "H", "H", "C", "O", "H", "H", "H", "H", "C", "O", "H", "H", "H", "H", "C", "O", "H", "H", "H", "H", "C", "O", "H", "H", "H", "H"], "xyz": [[-0.0691, -0.2337, -0.0440], [-0.3411, -1.0337, 0.1980], [2.2389, 2.2003, 0.1870], [2.2919, 1.1093, -0.5530], [2.3369, 3.1233, -0.2410], [2.9609, 1.9943, 0.8610], [1.2559, 2.1133, 0.6250], [1.4319, 0.5313, -0.3660], [-2.1741, 2.5773, 0.6170], [-0.8591, 2.2613, 0.0080], [-2.1661, 3.4053, 1.0540], [-2.3211, 1.8043, 1.2080], [-2.7621, 2.6833, -0.1740], [-0.5511, 1.3243, 0.1380], [2.5669, -2.1227, -0.8270], [2.2219, -1.6677, 0.5470], [3.2649, -1.4397, -1.4430], [1.6579, -2.2677, -1.4220], [2.9799, -3.1157, -0.6290], [1.4209, -0.9747, 0.5220], [-2.9341, -2.3807, 0.1360], [-2.8031, -1.0377, -0.4470], [-3.8831, -2.4847, 0.4670], [-2.2741, -2.2777, 0.9780], [-2.3441, -3.1407, -0.5700], [-1.8181, -0.8257, -0.3060], [-0.2871, 0.3353, -3.3210], [-0.2591, -0.8877, -2.6360], [-0.5011, 0.1563, -4.2920], [0.7009, 0.7113, -3.2280], [-0.9971, 0.8933, -3.0700], [-0.3551, -0.6817, -1.5580], [0.6149, -0.1547, 3.1640], [-0.5961, -0.6107, 2.6010], [0.6229, 0.0543, 4.2870], [0.7729, 0.9243, 2.8780], [1.5399, -0.7837, 2.8650], [-0.5851, -0.0827, 1.7850]], "atomic_forces_ev_per_a": [[1.4098, 4.8103, -1.5057], [-1.1618, -5.4166, 2.0375], [-2.9260, -0.5500, 2.1782], [-1.9684, -5.1789, -3.9910], [0.3872, 2.4155, -1.7429], [2.5788, 0.7058, 3.2451], [-0.1328, 1.3558, 1.0730], [2.4268, 1.5919, -1.0230], [5.1107, -4.7733, -4.4432], [-0.2170, 1.0462, 0.4591], [0.6886, 7.0299, 4.1473], [-1.8156, -3.4529, 2.9303], [-3.2717, -0.1450, -3.1593], [-1.0989, 0.5894, -0.1049], [-0.3769, 0.8174, 0.9649], [-1.3190, 1.2947, -1.3982], [-0.9105, -0.8714, 1.3745], [0.0901, 0.1958, 0.0540], [0.3766, 0.2176, -0.3809], [2.3936, -2.0898, -0.4481], [5.6957, 1.4739, -2.5269], [1.2635, -0.6740, 0.3963], [-3.0508, -1.0581, 0.4152], [0.0524, -0.7477, 1.0304], [-2.1580, 1.0401, 1.2982], [-2.4079, 0.2673, -0.6840], [5.6517, -4.7137, 0.4134], [-0.9753, -0.6423, 3.3046], [-0.2476, -0.9726, -3.5843], [0.7678, 1.3737, -0.0884], [-5.6473, 5.2168, 3.0062], [0.8229, -0.0828, -3.4880], [1.9286, 1.3608, 1.0054], [0.3148, 0.4044, 0.5212], [-0.5010, -1.2731, -1.0493], [0.2375, -0.9882, -0.4471], [-1.5102, 0.9544, 0.4919], [-0.5005, -0.5314, -0.2813]]}

***

[2]
{"formula": "C6H26O13S", "method": "ωB97M-V/def2-TZVPD", "orbital_gap_ev": 10.7777, "e_tot_ha": -1620.47783, "smiles": "CCOS(C)(=O)=O.O=C1OCCO1.O.O.O.O.O.O.O", "lumo_energy_ev": -0.1, "max_force_ev_per_a": 2.22, "homo_ev": -10.8871, "symbols": ["O", "S", "O", "O", "C", "C", "C", "H", "H", "H", "H", "H", "H", "H", "H", "O", "H", "H", "O", "H", "H", "O", "H", "H", "O", "H", "H", "O", "H", "H", "O", "H", "H", "O", "H", "H", "C", "C", "O", "C", "O", "O", "H", "H", "H", "H"], "xyz": [[-3.0257, 0.6895, 0.7444], [-2.3374, 1.2704, 1.8834], [-1.0254, 1.8563, 1.6560], [-3.2101, 2.5460, 2.5628], [-4.6083, 2.6602, 2.3036], [-5.3746, 2.0480, 3.4682], [-2.2722, 0.0832, 3.2457], [-4.9003, 2.2951, 1.3168], [-4.9647, 3.6924, 2.2553], [-6.3895, 2.4235, 3.3332], [-4.8932, 2.3012, 4.4113], [-5.3552, 0.9557, 3.4542], [-1.4861, 0.5251, 3.8597], [-1.9027, -0.8430, 2.8142], [-3.1959, 0.1197, 3.8135], [1.2779, -2.1745, 1.9882], [1.9546, -2.7666, 2.3338], [1.6232, -1.2889, 2.1556], [-0.1891, 0.2367, -3.2619], [0.1229, -0.0192, -4.1391], [-1.1469, 0.2622, -3.3445], [-1.5095, 2.8244, -3.3958], [-1.2501, 2.2633, -2.6589], [-2.3713, 2.4932, -3.6672], [1.0435, 0.7512, -0.7963], [0.4321, 0.4621, -1.4879], [0.5883, 0.5467, 0.0272], [0.4635, -2.5656, -0.5870], [0.7034, -2.0520, 0.1955], [0.7056, -3.4678, -0.3638], [2.1244, 2.1910, -3.7553], [1.6489, 2.5785, -4.4959], [1.4442, 1.7503, -3.2355], [0.6544, -2.3188, -4.1011], [1.0002, -3.1824, -3.8606], [0.7856, -1.7777, -3.3128], [4.1209, -2.4833, -0.6472], [3.8299, -0.9946, -0.4002], [4.6941, -0.7903, 0.7311], [5.7159, -1.6561, 0.6977], [6.6003, -1.7328, 1.4971], [5.5120, -2.5426, -0.3208], [3.8028, -2.7897, -1.6410], [3.6129, -3.1379, 0.0657], [2.8385, -0.7685, -0.0266], [4.1084, -0.4735, -1.3149]], "atomic_forces_ev_per_a": [[0.1960, 0.6022, 1.3143], [-0.1257, 1.6468, -0.7227], [-1.3575, -1.0329, 0.6011], [1.2990, -1.2650, -1.2793], [-0.9759, -0.2408, 0.4323], [0.1537, -0.5188, -0.7885], [0.8584, 1.5445, -0.3577], [0.3063, -0.5951, 0.1456], [1.1039, 0.3778, 0.1583], [-0.1451, -0.2789, 0.7070], [-0.3421, 0.5755, 0.0298], [-0.2867, -0.0224, -0.2762], [-0.0175, -0.1925, 0.1704], [-0.4682, -0.2063, 0.1402], [-0.1393, -0.5170, -0.3263], [0.1311, 0.3145, 0.2780], [-0.0011, -0.0075, 0.0069], [0.0543, -0.0338, 0.1393], [-0.0509, -0.0862, -0.0693], [0.0567, 0.0037, -0.0001], [-0.0130, -0.1351, -0.0548], [-0.1648, -0.0121, -0.1132], [0.1249, 0.1739, 0.1104], [-0.0549, 0.1346, 0.0217], [-0.0508, -0.1871, 0.1686], [0.1583, -0.1123, -0.0571], [-0.1226, 0.3365, 0.0334], [-0.0238, 0.1551, -0.5785], [0.0131, -0.3727, -0.0098], [-0.0665, -0.0074, 0.1073], [0.1057, -0.0957, -0.1140], [-0.0473, 0.0590, 0.0525], [-0.0435, 0.0980, 0.0862], [0.1438, 0.0708, 0.0016], [-0.0218, -0.0278, -0.0517], [-0.1601, -0.1684, 0.1724], [-0.9692, 0.5561, 0.5290], [0.0221, -1.6318, 0.5093], [0.3585, 1.0562, -0.0323], [0.0249, -0.8448, 0.3631], [-0.3334, 0.3394, -0.6662], [0.2383, -0.2073, -0.4356], [0.8607, -0.1150, -0.1955], [-0.2043, 0.0960, 0.0427], [-0.1169, 0.0906, -0.6134], [0.0933, 0.6834, 0.4207]]}

***

[3]
{"formula": "C6H26O7", "method": "ωB97M-V/def2-TZVPD", "orbital_gap_ev": 9.4288, "e_tot_ha": -770.44044, "lumo_energy_ev": 0.3, "max_force_ev_per_a": 7.24, "e_above_lowest_ev": 12.565, "homo_ev": -9.1071, "symbols": ["C", "O", "H", "H", "H", "H", "C", "O", "H", "H", "H", "H", "C", "O", "H", "H", "H", "H", "C", "O", "H", "H", "H", "H", "C", "O", "H", "H", "H", "H", "C", "O", "H", "H", "H", "H", "O", "H", "H"], "xyz": [[-1.4254, 2.2686, 0.0063], [-2.6691, 1.9046, -0.5174], [-0.7236, 2.7231, -0.6930], [-1.4745, 3.1202, 0.6848], [-0.9510, 1.4128, 0.4866], [-3.2117, 2.6049, -0.8872], [0.6794, 1.9329, 1.0958], [0.7634, 3.1273, 1.7779], [1.6614, 1.4601, 1.0783], [-0.0526, 1.2576, 1.5390], [0.5047, 2.2518, 0.0682], [0.9596, 2.9385, 2.6984], [1.2288, -0.0890, -1.9676], [1.5585, -0.9736, -0.9440], [0.6862, 0.6184, -1.3405], [2.1593, 0.2808, -2.3985], [0.6258, -0.4500, -2.8008], [1.9038, -1.7187, -1.4412], [-1.4452, -0.6332, -1.7856], [-1.6865, -0.3262, -0.4442], [-2.3722, -0.8886, -2.2991], [-1.0205, 0.1731, -2.3835], [-0.7219, -1.4393, -1.9087], [-1.9112, 0.6064, -0.4078], [-1.8867, -2.0609, 0.7010], [-1.8862, -3.4713, 0.9961], [-1.6012, -1.4309, 1.5434], [-1.1692, -1.8705, -0.0971], [-2.9376, -1.8376, 0.5169], [-2.7313, -3.7787, 0.6602], [2.8351, -1.0442, 1.4515], [3.8467, -1.8757, 0.9278], [3.1786, -0.4274, 2.2820], [2.3609, -0.3712, 0.7371], [2.0225, -1.6194, 1.8953], [4.5728, -1.2850, 0.7147], [0.2115, -0.1948, 0.4891], [0.7538, -0.7422, -0.0787], [-0.6351, -0.1526, 0.0445]], "atomic_forces_ev_per_a": [[-0.6958, 2.4925, -0.0543], [-1.4289, 0.4231, -0.4612], [-0.5398, -0.5444, -1.1531], [-0.3872, -0.3587, 0.7296], [-1.4899, 0.9743, -0.7299], [0.3003, 0.1957, 0.0826], [2.7488, 0.1962, 0.7505], [0.0799, 2.2228, 1.3360], [0.0226, -0.2438, 0.2953], [1.1388, 0.6966, 0.4587], [0.7423, -0.6930, 0.7026], [0.0286, 0.1296, 0.0378], [0.9188, 1.9146, -0.5065], [3.5277, -3.4783, -5.2803], [0.1342, 0.8840, -1.0860], [-0.0159, 0.5381, 0.0614], [0.3556, -0.3681, 0.3088], [0.5263, -0.8792, 0.7313], [-1.1496, -0.0319, -1.7115], [-4.8648, 2.1667, -4.4137], [-0.1461, -0.3633, 0.1277], [-0.4713, 0.3541, 0.5122], [-0.4361, -0.2754, 0.5020], [-1.3352, -0.3403, -0.7066], [-0.3761, -2.4948, 0.7852], [-0.0031, -0.1734, 0.5467], [0.2503, -0.4821, 0.2108], [-0.4991, -1.8823, 1.0424], [0.2242, 0.3735, -0.6423], [0.2099, -0.3056, 0.1744], [-0.7416, 0.7827, 1.0059], [0.0439, 0.0189, -0.2041], [0.4414, 0.0794, 0.1681], [0.7238, -0.2932, 0.3378], [0.1403, -0.4366, -0.3307], [0.1802, -0.1721, -0.0970], [1.9399, 0.5589, 4.0992], [-0.8187, -0.6969, 1.5989], [0.7213, -0.4885, 0.7713]]}

***

[4]
{"formula": "C6H27B3NNa", "method": "ωB97M-V/def2-TZVPD", "orbital_gap_ev": 5.2141, "e_tot_ha": -536.03345, "lumo_energy_ev": 3.1, "max_force_ev_per_a": 4.87, "total_charge": -2, "e_above_lowest_ev": 6.625, "homo_ev": -2.0758, "symbols": ["Na", "B", "H", "H", "H", "H", "B", "H", "H", "H", "H", "B", "H", "H", "H", "H", "C", "C", "N", "C", "C", "C", "C", "H", "H", "H", "H", "H", "H", "H", "H", "H", "H", "H", "H", "H", "H", "H"], "xyz": [[-14.3265, -25.6871, -9.4923], [-16.4354, -29.9195, -8.3189], [-15.7820, -29.1471, -7.9438], [-17.4409, -29.5457, -8.2022], [-16.1969, -30.0546, -9.3624], [-16.3629, -30.8748, -7.8226], [-16.9332, -24.4176, -6.2557], [-17.7608, -23.9680, -5.7291], [-16.4761, -23.6085, -6.8040], [-16.2229, -24.8049, -5.5418], [-17.3656, -25.1720, -6.8946], [-17.3157, -25.5865, -12.0398], [-17.5006, -26.2570, -11.2148], [-16.3369, -25.8434, -12.4142], [-18.1013, -25.6434, -12.7772], [-17.2798, -24.5741, -11.6684], [-10.2631, -25.0057, -7.2525], [-9.6247, -26.3751, -7.5425], [-9.9308, -26.8350, -8.8443], [-10.0277, -28.2935, -9.0568], [-10.6423, -28.7239, -10.3896], [-8.9929, -26.2086, -9.7500], [-9.6975, -25.2907, -10.8001], [-11.2834, -25.0025, -7.6362], [-9.8222, -24.2086, -7.8511], [-10.3132, -24.7909, -6.1851], [-8.5396, -26.4536, -7.4747], [-9.9403, -27.0251, -6.7264], [-9.0424, -28.7576, -9.0120], [-10.5995, -28.8354, -8.3034], [-11.4177, -27.9693, -10.5217], [-9.9560, -28.6570, -11.2338], [-11.1559, -29.6850, -10.3667], [-8.5144, -27.0548, -10.2430], [-8.2716, -25.6017, -9.2027], [-8.9096, -24.7954, -11.3674], [-10.3316, -24.4887, -10.4223], [-10.2815, -25.8432, -11.5362]], "atomic_forces_ev_per_a": [[-1.2791, -0.2575, 0.0744], [-0.0660, -0.1075, -0.1041], [3.0017, 3.0600, 1.8824], [-4.0551, 1.4343, 0.3183], [0.8587, -0.6247, -4.4255], [0.6107, -3.8919, 2.2915], [0.1445, -0.2731, -0.1271], [-3.3932, 1.8995, 2.3574], [2.0992, 3.3672, -2.5981], [2.9384, -1.7738, 2.9207], [-1.3518, -3.0420, -2.6056], [0.0366, 0.0297, 0.3385], [-0.9293, -2.6129, 3.2556], [4.2885, -1.1037, -2.0200], [-2.9665, -0.4117, -3.1482], [0.1773, 4.2816, 1.5932], [0.1326, -0.1687, -0.6216], [-0.2759, -0.1550, 1.8179], [-1.2281, -1.0399, -0.8111], [0.4658, -0.8025, 0.1220], [-0.5456, 1.3346, 0.1163], [-1.5048, 0.3700, -1.4387], [0.9187, -0.3353, -0.2949], [-0.1857, -0.4184, 0.2439], [0.4638, 0.2031, 0.3898], [0.2838, 0.2427, -0.1410], [0.4769, 0.7909, 0.6524], [-0.5321, -0.4537, -0.3452], [0.6220, -0.0129, 0.2305], [-0.1706, 0.7750, 0.4474], [-0.2863, -0.1247, -0.5592], [-0.0031, -0.0920, 0.0051], [0.3548, -0.0414, 0.1475], [0.6368, 0.4179, -0.4663], [0.1630, -0.1435, -0.0436], [0.1051, 0.1367, -0.1840], [0.0527, -0.2269, 0.5356], [-0.0580, -0.2296, 0.1937]]}